## A
{
  "formula": "C6H15N5",
  "method": "the ωB97M-V functional and the def2-TZVPD basis",
  "elements": ["C", "C", "C", "C", "C", "C", "N", "N", "N", "N", "N", "H", "H", "H", "H", "H", "H", "H", "H", "H", "H", "H", "H", "H", "H", "H"],
  "coordinates": [[1.725, 0.909, -0.811], [1.064, 2.166, -1.356], [-0.785, 0.121, -0.530], [1.516, -1.489, -0.008], [-1.312, -0.139, 1.934], [-2.702, -1.192, 0.314], [-0.261, 2.362, -0.693], [-0.897, 1.432, -0.293], [1.016, -0.210, -0.539], [3.003, 0.908, -0.624], [-1.329, -0.791, 0.602], [1.501, 3.204, -1.271], [0.861, 2.080, -2.474], [-1.369, -0.222, -1.401], [2.369, -1.791, -0.698], [1.854, -1.361, 0.991], [0.758, -2.200, 0.059], [-1.464, 0.984, 1.781], [-2.196, -0.507, 2.442], [-0.523, -0.160, 2.713], [-2.916, -2.046, 0.966], [-3.376, -0.432, 0.379], [-2.855, -1.545, -0.695], [3.541, 1.612, -0.914], [3.523, 0.007, -0.428], [-0.745, -1.700, 0.556]],
  "lumo_energy_ev": -8.11,
  "e_homo_ev": -17.3,
  "total_charge": 2,
  "orbital_gap_ev": 9.2
}

=====

## B
{
  "formula": "C6H15N5",
  "method": "the ωB97M-V functional and the def2-TZVPD basis",
  "elements": ["C", "C", "C", "C", "C", "C", "N", "N", "N", "N", "N", "H", "H", "H", "H", "H", "H", "H", "H", "H", "H", "H", "H", "H", "H", "H"],
  "coordinates": [[1.738, 1.434, 1.439], [2.607, 0.551, 0.633], [2.017, -0.658, 0.482], [-3.525, -1.761, -0.431], [-3.115, -0.048, -2.259], [-3.549, -1.386, -1.759], [0.389, -0.256, 1.017], [2.218, -1.893, 0.056], [-0.391, 1.474, 2.336], [0.489, 0.924, 1.463], [3.962, 1.038, 0.303], [1.931, 2.404, 1.875], [-3.153, -1.087, 0.347], [-4.569, -2.097, -0.349], [-2.900, -2.660, -0.408], [-2.070, -0.101, -2.583], [-3.205, 0.753, -1.535], [-3.743, 0.279, -3.098], [-3.726, -2.057, -2.633], [2.670, -2.133, -0.842], [1.938, -2.555, 0.720], [0.184, 1.973, 3.075], [-1.125, 0.891, 2.675], [4.701, 0.328, 0.331], [4.038, 1.649, 1.157], [4.049, 1.573, -0.535]],
  "lumo_energy_ev": -8.65,
  "e_homo_ev": -14.1,
  "total_charge": 2,
  "orbital_gap_ev": 5.5
}

=====

Stability, highest: A

=====

## A
{
  "formula": "C4H5O2P",
  "method": "the ωB97M-V functional and the def2-TZVPD basis",
  "elements": ["C", "C", "C", "C", "O", "O", "P", "H", "H", "H", "H", "H"],
  "coordinates": [[0.557, -0.266, -1.473], [0.716, 0.422, -2.600], [0.043, 0.577, -0.190], [-0.607, -0.318, 0.750], [-0.365, -2.793, -2.347], [0.569, 1.144, -3.502], [-1.077, -1.587, -1.963], [1.313, -0.973, -1.156], [0.960, 1.039, 0.193], [-0.629, 1.352, -0.547], [-0.035, -1.079, 1.246], [-1.646, -0.218, 0.991]],
  "lumo_energy_ev": [-0.77, -0.20],
  "e_homo_ev": [-6.6, -8.2],
  "total_charge": 0,
  "orbital_gap_ev": [5.9, 8.0]
}

=====

## B
{
  "formula": "C4H5O2P",
  "method": "the ωB97M-V functional and the def2-TZVPD basis",
  "elements": ["C", "C", "C", "C", "O", "O", "P", "H", "H", "H", "H", "H"],
  "coordinates": [[-0.118, -1.343, 0.591], [0.898, -1.411, -0.292], [-0.280, -0.078, 1.257], [1.643, -0.159, -0.377], [2.625, 0.083, -1.027], [-1.387, 2.004, -0.676], [0.806, 1.133, 0.804], [-0.781, -2.167, 0.805], [1.179, -2.267, -0.875], [-1.070, 0.069, 1.977], [-1.617, 2.834, -1.100], [-1.898, 1.301, -1.085]],
  "lumo_energy_ev": [-1.10, -1.10],
  "e_homo_ev": [-8.5, -8.5],
  "total_charge": 0,
  "orbital_gap_ev": [7.4, 7.4]
}

=====

Stability, highest: B

=====

## A
{
  "formula": "C2H4F2O",
  "method": "the ωB97M-V functional and the def2-TZVPD basis",
  "elements": ["C", "C", "O", "F", "F", "H", "H", "H", "H"],
  "coordinates": [[-1.124, 1.170, -0.140], [1.431, -0.571, -0.122], [1.320, -1.744, -0.588], [-1.903, 0.128, 0.301], [1.723, -0.637, 1.189], [-0.919, 1.846, 0.742], [-0.205, 0.684, -0.636], [-1.819, 1.697, -0.814], [1.497, -2.573, 0.068]],
  "lumo_energy_ev": 0.51,
  "e_homo_ev": -10.2,
  "total_charge": 0,
  "orbital_gap_ev": 10.7
}

=====

## B
{
  "formula": "C2H4F2O",
  "method": "the ωB97M-V functional and the def2-TZVPD basis",
  "elements": ["C", "C", "O", "F", "F", "H", "H", "H", "H"],
  "coordinates": [[1.194, 0.458, 0.040], [-0.464, 0.021, 0.000], [-0.786, -1.271, 0.331], [-1.117, 0.283, -1.188], [-1.253, 0.772, 0.820], [1.144, 1.341, -0.482], [1.293, 0.288, 1.115], [1.602, -0.342, -0.628], [-1.613, -1.551, -0.009]],
  "lumo_energy_ev": 0.88,
  "e_homo_ev": -11.9,
  "total_charge": 0,
  "orbital_gap_ev": 12.8
}

=====

Stability, highest: B